No. 1
{
  "formula": "C8H14CuN3O3S",
  "method": "ωB97M-V with the def2-TZVPD basis set",
  "fmax_ev_per_a": 3.98,
  "orbital_gap_ev": [2.17, 6.27],
  "energy_ha": -2741.90866,
  "multiplicity": 2,
  "charge": -1,
  "s2": 0.762,
  "elements": ["C", "Cu", "N", "N", "H", "H", "H", "H", "H", "H", "H", "H", "H", "H", "O", "S", "O", "N", "C", "O", "C", "C", "C", "C", "C", "C", "H", "H", "H", "H"],
  "xyz": [[0.257, 2.898, -2.153], [-0.130, 2.286, 0.418], [-1.454, 1.259, 1.802], [0.008, 4.122, 1.041], [-0.921, 0.642, 2.417], [-0.512, 2.563, -1.409], [0.021, 2.344, -3.070], [1.266, 2.641, -1.818], [0.149, 3.976, -2.307], [0.552, 4.233, 1.902], [-0.921, 4.521, 1.210], [0.458, 4.686, 0.314], [-2.056, 1.836, 2.396], [-2.039, 0.642, 1.226], [-2.220, -1.876, -2.071], [-1.785, -1.660, -0.723], [-2.734, -1.841, 0.353], [-1.030, -0.190, -0.543], [0.261, -0.283, -0.220], [0.988, 0.724, 0.099], [0.752, -1.667, -0.155], [2.006, -2.130, 0.262], [2.177, -3.508, 0.416], [1.115, -4.403, 0.167], [-0.146, -3.921, -0.230], [-0.288, -2.546, -0.380], [2.787, -1.392, 0.447], [3.148, -3.893, 0.738], [1.278, -5.477, 0.287], [-0.987, -4.585, -0.418]],
  "mulliken_charge": [-1.083, -0.091, -0.647, -0.442, 0.227, 0.241, 0.307, 0.225, 0.365, 0.277, 0.258, 0.282, 0.241, 0.240, -0.703, 1.000, -0.695, -0.583, 1.203, -0.970, 0.042, -0.623, -0.402, -0.542, -0.507, 0.028, 0.349, 0.326, 0.321, 0.357]
}

No. 2
{
  "formula": "C8H14I2MoN3O3S",
  "method": "ωB97M-V with the def2-TZVPD basis set",
  "fmax_ev_per_a": 1.26,
  "orbital_gap_ev": [7.13, 7.17],
  "energy_ha": -1763.92394,
  "charge": 3,
  "elements": ["Mo", "I", "C", "I", "H", "H", "N", "N", "C", "O", "O", "H", "H", "H", "S", "C", "C", "N", "C", "H", "H", "H", "C", "C", "C", "O", "H", "H", "H", "H", "H", "H"],
  "xyz": [[-0.217, -0.392, 0.482], [2.466, 0.749, 0.765], [2.177, 1.937, -0.974], [0.476, 1.283, -2.055], [3.064, 1.824, -1.590], [2.024, 2.962, -0.654], [-0.509, -0.363, 2.755], [-0.873, 0.951, 3.149], [-1.156, 1.897, 2.204], [-1.512, 2.999, 2.207], [-0.917, 1.137, 0.970], [-1.190, -1.024, 3.133], [0.400, -0.587, 3.157], [-0.944, 1.201, 4.129], [-3.841, -2.425, -1.507], [-4.343, -1.414, -0.231], [-3.274, -0.912, 0.427], [-2.056, -1.320, -0.094], [-2.236, -2.135, -1.127], [-5.389, -1.253, -0.016], [-3.314, -0.268, 1.291], [-1.421, -2.566, -1.690], [1.574, -4.034, 1.455], [1.407, -3.219, 0.246], [2.015, -3.581, -1.040], [0.709, -2.158, 0.306], [1.128, -5.022, 1.276], [1.132, -3.585, 2.338], [2.636, -4.251, 1.611], [1.588, -4.535, -1.377], [3.078, -3.798, -0.896], [1.873, -2.821, -1.803]],
  "mulliken_charge": [1.666, 0.337, -0.795, 0.348, 0.470, 0.450, -0.485, -0.060, 0.412, -0.302, -0.315, 0.310, 0.360, 0.242, 0.042, -0.280, -0.553, -0.059, -0.232, 0.445, 0.409, 0.375, -1.038, 0.690, -1.067, -0.569, 0.372, 0.297, 0.409, 0.372, 0.424, 0.326]
}

No. 3
{
  "formula": "C8H14N2O",
  "method": "ωB97M-V with the def2-TZVPD basis set",
  "fmax_ev_per_a": 5.01,
  "orbital_gap_ev": 8.85,
  "energy_ha": -497.85069,
  "charge": 0,
  "elements": ["C", "C", "C", "C", "C", "C", "C", "C", "N", "N", "O", "H", "H", "H", "H", "H", "H", "H", "H", "H", "H", "H", "H", "H", "H"],
  "xyz": [[-2.544, -0.263, 1.160], [-3.484, 0.202, -0.747], [-1.547, -0.086, 0.256], [2.747, 0.414, -0.363], [1.002, 1.785, 0.600], [0.479, -1.988, -0.600], [1.256, 0.576, -0.258], [0.568, -0.691, 0.283], [-3.777, -0.011, 0.525], [-2.193, 0.081, -0.978], [0.771, -1.024, 1.571], [-2.458, -0.569, 2.247], [-4.133, 0.322, -1.534], [2.946, 0.031, 0.657], [3.350, 1.272, -0.410], [3.011, -0.411, -0.998], [-0.052, 1.959, 0.419], [1.414, 2.740, 0.262], [1.095, 1.840, 1.594], [1.062, -1.828, -1.520], [-0.568, -2.117, -0.822], [0.939, -2.825, -0.076], [0.830, 0.696, -1.209], [-1.940, 0.120, -1.985], [1.226, -0.225, 1.924]],
  "mulliken_charge": [-0.513, -0.282, -0.033, -1.332, -1.574, -1.343, -0.083, 0.901, -0.698, 0.028, -0.512, 0.345, 0.482, 0.331, 0.445, 0.325, 0.361, 0.418, 0.563, 0.350, 0.315, 0.359, 0.456, 0.260, 0.434]
}

No. 4
{
  "formula": "C8H14N2OS",
  "method": "ωB97M-V with the def2-TZVPD basis set",
  "smiles": "CCC/C=C/N=C(\\C)S.N=C=O",
  "fmax_ev_per_a": 3.60,
  "orbital_gap_ev": 9.33,
  "energy_ha": -896.09247,
  "charge": 0,
  "elements": ["C", "C", "C", "C", "C", "C", "C", "C", "N", "N", "O", "S", "H", "H", "H", "H", "H", "H", "H", "H", "H", "H", "H", "H", "H", "H"],
  "xyz": [[-1.026, -0.184, -0.882], [-0.434, -0.153, -4.937], [0.307, -0.252, -0.580], [-1.742, -2.323, -1.330], [-1.473, -2.988, 0.003], [2.146, 1.686, 2.377], [0.932, 0.884, 0.142], [1.196, 0.646, 1.709], [-1.626, -1.117, -1.675], [-1.458, -0.478, -4.476], [0.491, 0.182, -5.529], [-2.606, -3.140, -2.630], [-1.665, 0.756, -0.671], [0.880, -1.147, -0.869], [-2.381, -3.150, 0.554], [-0.802, -2.400, 0.672], [-0.988, -4.008, -0.171], [3.198, 1.877, 1.979], [2.102, 1.416, 3.527], [1.710, 2.793, 2.396], [1.950, 1.169, -0.303], [0.354, 1.777, -0.161], [0.278, 0.614, 2.336], [1.714, -0.223, 2.009], [-1.857, -0.908, -3.624], [-2.613, -4.390, -2.206]],
  "mulliken_charge": [-0.516, 0.449, -0.055, 0.724, -1.076, -1.165, -0.815, -0.378, -0.461, -0.406, -0.450, -0.248, 0.219, 0.419, 0.338, 0.248, 0.327, 0.314, 0.299, 0.260, 0.315, 0.397, 0.313, 0.359, 0.459, 0.129]
}

No. 5
{
  "formula": "C8H14N3S",
  "method": "ωB97M-V with the def2-TZVPD basis set",
  "fmax_ev_per_a": 4.97,
  "orbital_gap_ev": 9.58,
  "energy_ha": -875.36398,
  "charge": 1,
  "elements": ["C", "C", "C", "C", "C", "C", "C", "C", "N", "N", "N", "S", "H", "H", "H", "H", "H", "H", "H", "H", "H", "H", "H", "H", "H", "H"],
  "xyz": [[-3.173, 0.115, -0.820], [-2.090, 0.843, -0.555], [-1.695, -1.827, -0.183], [1.623, 0.481, -0.589], [-3.074, -1.388, -0.694], [-0.807, 0.358, 0.051], [-0.710, 0.872, 1.852], [3.723, -1.100, 0.678], [-0.710, -1.114, 0.112], [2.686, 1.099, -1.078], [0.356, 0.867, -0.642], [1.876, -0.969, 0.386], [-4.012, 0.635, -1.234], [-2.161, 1.957, -0.521], [-1.512, -2.863, 0.160], [-3.722, -1.670, 0.149], [-3.510, -2.009, -1.503], [-1.273, 0.315, 2.531], [-1.227, 1.796, 1.902], [0.340, 1.071, 1.903], [4.261, -0.765, -0.172], [3.811, -2.141, 0.894], [4.029, -0.445, 1.498], [2.722, 1.850, -1.680], [3.445, 0.528, -0.867], [0.011, 1.611, -1.333]],
  "mulliken_charge": [-0.470, -0.826, -0.329, 0.598, -0.695, 0.835, -1.058, -1.098, -0.462, -0.221, -0.106, 0.219, 0.456, 0.324, 0.391, 0.296, 0.424, 0.382, 0.370, 0.303, 0.402, 0.344, 0.375, 0.202, 0.013, 0.332]
}

No. 6
{
  "formula": "C8H14N4",
  "method": "ωB97M-V with the def2-TZVPD basis set",
  "smiles": "C=[N+]=C=C(N)/N=C\\C/C(C)=[NH+]/C",
  "fmax_ev_per_a": 4.32,
  "orbital_gap_ev": [8.31, 8.32],
  "energy_ha": -531.51239,
  "charge": 2,
  "elements": ["C", "C", "C", "C", "C", "C", "C", "C", "N", "N", "N", "N", "H", "H", "H", "H", "H", "H", "H", "H", "H", "H", "H", "H", "H", "H"],
  "xyz": [[0.735, 1.969, 1.141], [1.458, -0.735, -0.058], [2.093, 0.481, -0.292], [-0.682, 1.472, 1.213], [1.842, -2.895, 1.019], [-1.164, 0.636, 0.099], [-1.518, 1.276, -1.240], [-2.398, -1.431, -0.480], [1.715, 1.552, 0.502], [1.713, -1.830, 0.384], [2.711, 0.717, -1.468], [-1.569, -0.580, 0.326], [1.052, 2.791, 1.859], [-0.770, 0.966, 2.142], [-1.225, 2.399, 1.320], [2.511, -3.682, 0.633], [1.171, -3.328, 1.864], [-1.989, 2.255, -1.129], [-2.290, 0.743, -1.829], [-0.595, 1.537, -1.767], [-2.382, -1.138, -1.497], [-2.103, -2.470, -0.390], [-3.461, -1.342, -0.145], [3.246, 0.055, -1.963], [3.262, 1.650, -1.484], [-1.362, -1.066, 1.241]],
  "mulliken_charge": [-0.131, 0.044, 0.409, -0.846, -0.167, 0.741, -1.274, -0.980, -0.397, 0.015, -0.391, -0.062, 0.431, 0.425, 0.465, 0.285, 0.258, 0.385, 0.407, 0.324, 0.349, 0.332, 0.396, 0.274, 0.338, 0.370]
}

No. 7
{
  "formula": "C8H14N4O",
  "method": "ωB97M-V with the def2-TZVPD basis set",
  "smiles": "CN1CCC[C@H](c2nc(N)no2)C1",
  "fmax_ev_per_a": 6.72,
  "orbital_gap_ev": 9.22,
  "energy_ha": -607.40879,
  "charge": 0,
  "elements": ["C", "C", "C", "C", "C", "C", "C", "C", "H", "H", "H", "H", "H", "H", "H", "H", "H", "H", "H", "H", "H", "H", "N", "N", "N", "N", "O"],
  "xyz": [[-0.455, 2.999, 0.146], [0.751, 1.364, -0.915], [1.882, 0.351, -0.910], [1.987, -0.449, 0.328], [0.634, -0.485, 1.103], [0.075, 0.994, 1.448], [-0.331, -1.301, 0.518], [-1.746, -2.470, -0.472], [-0.916, 3.406, 1.094], [-1.358, 2.788, -0.522], [0.030, 3.840, -0.364], [1.010, 2.073, -1.640], [-0.200, 0.803, -1.171], [2.755, 0.906, -1.289], [1.595, -0.322, -1.733], [2.741, -0.027, 1.069], [2.460, -1.414, 0.127], [0.870, -1.018, 2.028], [0.578, 1.356, 2.337], [-0.981, 0.910, 1.699], [-3.794, -2.603, -0.558], [-3.009, -3.996, -1.108], [0.455, 1.889, 0.354], [-1.635, -1.409, 0.366], [-2.978, -3.131, -0.562], [-0.673, -2.944, -0.929], [0.254, -2.109, -0.443]],
  "mulliken_charge": [-1.084, -0.867, -0.628, -0.895, 0.349, -0.881, 0.166, 0.480, 0.336, 0.335, 0.341, 0.497, 0.364, 0.439, 0.250, 0.338, 0.358, 0.392, 0.366, 0.462, 0.229, 0.241, 0.058, -0.619, -0.443, -0.565, -0.021]
}

No. 8
{
  "formula": "C8H14N6",
  "method": "ωB97M-V with the def2-TZVPD basis set",
  "smiles": "NN(Cc1ccccc1)C1NNNN1",
  "fmax_ev_per_a": 3.73,
  "orbital_gap_ev": 8.54,
  "energy_ha": -641.61397,
  "charge": 0,
  "elements": ["C", "C", "C", "C", "C", "C", "N", "N", "N", "N", "N", "N", "C", "C", "H", "H", "H", "H", "H", "H", "H", "H", "H", "H", "H", "H", "H", "H"],
  "xyz": [[-2.370, -1.871, 1.743], [-1.745, -2.608, 0.753], [-2.614, -0.502, 1.526], [-1.214, -1.950, -0.372], [-2.152, 0.159, 0.373], [-1.411, -0.559, -0.513], [1.542, -0.692, -1.588], [2.989, 2.026, 0.604], [2.259, 1.005, 1.251], [2.508, 1.833, -0.701], [0.952, 1.217, 0.796], [0.661, 0.449, -1.453], [-0.801, 0.200, -1.683], [1.060, 1.589, -0.599], [-2.693, -2.332, 2.650], [-1.587, -3.674, 0.812], [-3.060, 0.099, 2.339], [-0.641, -2.496, -1.118], [-2.354, 1.203, 0.263], [1.813, -1.122, -0.688], [2.302, -0.575, -2.271], [2.747, 2.914, 1.032], [2.346, 1.033, 2.298], [2.956, 1.012, -1.103], [0.353, 0.360, 0.832], [-0.982, -0.353, -2.573], [-1.333, 1.155, -1.796], [0.469, 2.480, -0.813]],
  "mulliken_charge": [-0.601, -0.511, -0.367, -0.274, -0.156, 0.352, -0.621, -0.465, -0.327, -0.319, -0.236, 0.183, -1.256, -0.042, 0.423, 0.371, 0.308, 0.429, 0.318, 0.231, 0.256, 0.266, 0.300, 0.420, 0.278, 0.467, 0.392, 0.184]
}

No. 9
{
  "formula": "C8H14NO",
  "method": "ωB97M-V with the def2-TZVPD basis set",
  "fmax_ev_per_a": 3.39,
  "orbital_gap_ev": [8.67, 6.86],
  "energy_ha": -442.68716,
  "charge": 1,
  "elements": ["C", "C", "C", "C", "C", "C", "C", "C", "N", "O", "H", "H", "H", "H", "H", "H", "H", "H", "H", "H", "H", "H", "H", "H"],
  "xyz": [[-0.244, -0.159, 1.288], [0.126, 0.303, -0.067], [-0.300, 1.121, 1.388], [-0.490, -1.513, 1.708], [0.046, 2.491, 1.490], [2.387, -0.798, -0.168], [-2.478, -0.706, -2.444], [1.545, 0.510, -0.498], [-1.870, -0.730, -1.172], [-0.737, 0.058, -1.135], [-0.966, -2.059, 0.837], [-1.438, -1.583, 2.296], [0.452, -2.067, 1.830], [-0.605, 3.000, 0.791], [1.163, 2.568, 1.534], [-0.339, 3.041, 2.407], [3.415, -0.555, -0.202], [2.323, -1.547, -0.979], [2.005, -1.174, 0.769], [-2.625, 0.284, -2.808], [-3.236, -1.503, -2.259], [-1.783, -1.049, -3.285], [1.782, 0.763, -1.555], [1.868, 1.305, 0.233]],
  "mulliken_charge": [0.576, 0.621, 0.022, -1.022, -1.325, -1.100, -0.715, -0.267, -0.306, -0.030, 0.340, 0.357, 0.355, 0.373, 0.348, 0.389, 0.408, 0.303, 0.290, 0.313, 0.345, 0.299, 0.383, 0.046]
}

No. 10
{
  "formula": "C8H14NO2PS",
  "method": "ωB97M-V with the def2-TZVPD basis set",
  "fmax_ev_per_a": 4.12,
  "orbital_gap_ev": 7.89,
  "energy_ha": -1257.93906,
  "charge": 0,
  "elements": ["C", "C", "C", "C", "C", "C", "C", "C", "N", "O", "O", "P", "S", "H", "H", "H", "H", "H", "H", "H", "H", "H", "H", "H", "H", "H", "H"],
  "xyz": [[2.408, -2.733, 0.957], [2.643, -2.288, 2.279], [2.421, -1.605, 0.203], [2.614, -0.900, 2.320], [-3.323, 1.695, 0.057], [-0.825, 0.372, -2.657], [-3.050, 0.275, 0.295], [0.109, 1.037, -1.594], [2.619, -0.516, 0.998], [-2.152, -0.217, 0.929], [0.227, 0.240, -0.429], [-0.055, 0.487, 1.152], [-0.087, 2.441, 1.372], [2.456, -3.832, 0.756], [2.518, -2.961, 3.076], [2.186, -1.326, -0.838], [-4.499, 1.646, -0.044], [-3.061, 2.261, 0.936], [-2.873, 2.169, -0.786], [-1.930, 0.659, -2.478], [-0.463, 0.635, -3.593], [-0.688, -0.677, -2.657], [2.791, -0.081, 3.078], [-3.553, -0.364, -0.530], [-0.215, 2.113, -1.339], [1.100, 1.072, -2.107], [2.683, 0.399, 0.643]],
  "mulliken_charge": [-0.443, -0.514, -0.359, -0.350, -1.001, -1.124, 0.283, -0.191, -0.047, -0.494, -0.305, 0.405, -0.420, 0.363, 0.402, 0.340, 0.318, 0.329, 0.294, 0.142, 0.462, 0.333, 0.342, 0.330, 0.325, 0.277, 0.302]
}

Short version: relative energy (zero: lowest compared OMol25 entry of this formula, charge and spin) = 0.0; 73.4; 79.7; 50.2; 36.4; 64.9; 14.4; 20.0; 188.1; 28.4 kcal per mole, in the order given.